a | C5H8N2 | wB97M-V/def2-TZVPD

The HOMO-LUMO gap is 9.33 eV. As for the SMILES: C=C=C(N)/C=N/C. Its LUMO energy is 1.06 eV. The charge is 0. As for the spin multiplicity: 1.

Atoms and positions in Å:
C -1.08938 -2.53294 0.36773
C -1.09035 -1.23832 0.22415
C -1.06513 0.06564 0.05360
N -2.21237 0.90126 0.10866
C 0.22962 0.77264 -0.10224
N 1.33809 0.16611 -0.03854
C 2.54902 0.94284 -0.14603
H -0.96796 -3.01469 1.33609
H -1.19461 -3.18260 -0.49847
H -3.06250 0.34979 0.12962
H -2.25434 1.52299 -0.69279
H 0.15456 1.86434 -0.24861
H 3.18914 0.50636 -0.92007
H 2.38043 2.00788 -0.37416
H 3.09576 0.86870 0.80109

b | C5H8N2 | wB97M-V/def2-TZVPD

The HOMO-LUMO gap (alpha / beta) is 9.37 / 8.15 eV. Its LUMO energy (alpha / beta) is -0.22 / -0.73 eV. The charge is 0. As for the spin multiplicity: 1.

Atoms and positions in Å:
C -1.99353 0.12697 0.07753
C -0.93617 -0.45094 -0.82780
C 0.34563 0.20983 -1.16483
C 0.79127 1.34155 -0.37814
N 1.27171 2.08952 0.36446
N 0.34779 -1.07027 -0.40554
C 1.75206 -0.65441 1.27037
H -1.55572 0.77521 0.83865
H -2.72965 0.70746 -0.49542
H -2.53089 -0.69142 0.56689
H -1.38528 -0.95208 -1.70197
H 0.70731 0.21933 -2.19781
H 2.09348 -0.33301 0.32924
H 2.44004 -1.38895 1.72639
H 1.38193 0.07120 1.99797

If we sort the structures by their calculated energies, the order from most to least stable is a, b.

a | C5H8N2 | wB97M-V/def2-TZVPD

The HOMO-LUMO gap is 11.15 eV. As for the SMILES: N#C[C@H](N)C1CC1. Its LUMO energy is 0.79 eV. The charge is 0. As for the spin multiplicity: 1.

Atoms and positions in Å:
N 0.08749 0.98362 2.07908
C 0.80921 0.37442 1.41381
C 1.03010 -0.48137 0.22850
N 2.10602 -0.04019 -0.62637
C -0.33231 -0.53450 -0.49911
C -1.23528 0.65203 -0.70714
C -1.61009 -0.39565 0.33888
H 1.25510 -1.48168 0.60417
H 2.94530 0.03602 -0.05576
H 1.87338 0.89710 -0.93843
H -0.29126 -1.22488 -1.35059
H -0.92722 1.61674 -0.32911
H -1.78366 0.73658 -1.65681
H -2.41990 -1.06198 0.00242
H -1.50688 -0.07627 1.49647

b | C5H8N2 | wB97M-V/def2-TZVPD

The HOMO-LUMO gap is 10.84 eV. As for the SMILES: C[C@@]1(CC#N)CN1. Its LUMO energy is 0.91 eV. The charge is 0. As for the spin multiplicity: 1.

Atoms and positions in Å:
C -0.71920 1.16326 0.02135
C -0.18218 -0.25738 -0.11446
C 1.32394 -0.19397 -0.41165
C 1.84087 1.03748 0.19884
N 2.14295 2.02970 0.71228
C -0.76822 -1.40776 0.62457
N -0.90145 -1.31398 -0.82741
H -0.95626 1.56293 -0.97317
H -1.58479 1.22552 0.67586
H 0.05469 1.82831 0.46727
H 1.49353 -0.16325 -1.49384
H 1.89052 -1.03613 -0.00658
H -1.64671 -1.21757 1.24145
H -0.14404 -2.23099 0.97074
H -1.84363 -1.02616 -1.08525

c | C5H8N2 | wB97M-V/def2-TZVPD

The HOMO-LUMO gap is 8.85 eV. Its LUMO energy is 0.57 eV. The charge is 0. As for the spin multiplicity: 1.

Atoms and positions in Å:
N 2.06396 -0.63944 -0.11893
C 0.81806 -0.11739 0.36806
C 0.68907 1.37694 0.52770
N 0.75304 2.53194 0.62099
C -0.40837 -0.28276 -0.50714
C -1.35193 0.79579 -0.00262
C -1.44468 -1.26923 -0.28004
H 2.78506 -0.55866 0.58908
H 2.37335 -0.12344 -0.93634
H 0.60974 -0.56840 1.34765
H -0.22510 -0.13105 -1.57399
H -1.63389 0.94190 1.03931
H -1.63332 1.66359 -0.62418
H -1.93433 -1.78732 -1.10946
H -1.46066 -1.83246 0.65991

If we sort the structures by their calculated energies, the order from most to least stable is b, a, c.

a | C5H8N2 | wB97M-V/def2-TZVPD

The HOMO-LUMO gap is 8.23 eV. Its LUMO energy is 0.43 eV. The charge is 0. As for the spin multiplicity: 1.

Atoms and positions in Å:
C 2.07967 -0.76399 0.22684
C 0.86298 -0.17803 -0.47513
C -0.39544 -0.98788 -0.46363
C -1.37758 -0.05756 -0.11168
N -2.77882 -0.28892 -0.10754
C -0.80904 1.19468 0.17045
N 0.51115 1.16130 0.03846
H 1.88657 -0.90930 1.29438
H 2.30738 -1.73562 -0.21644
H 2.95578 -0.11426 0.11374
H 1.08441 -0.04639 -1.54832
H -3.21327 -0.07513 0.78374
H -2.92851 -1.27240 -0.30692
H -1.30975 2.11742 0.45907
H 1.12449 1.95607 0.14297

b | C5H8N2 | wB97M-V/def2-TZVPD

The HOMO-LUMO gap is 9.30 eV. As for the SMILES: CCc1cnc[nH]1. Its LUMO energy is 0.85 eV. The charge is 0. As for the spin multiplicity: 1.

Atoms and positions in Å:
C -1.82580 -0.51404 0.70390
C -0.62572 -1.10569 0.00659
C 0.34876 -0.06959 -0.36127
C 1.32085 -0.09218 -1.34518
N 2.13951 1.13497 -1.16328
C 1.77501 1.70308 -0.09365
N 0.52148 1.09747 0.33333
H -1.75807 -0.36567 1.77681
H -2.59785 -1.25916 0.72945
H -2.16934 0.36296 0.13298
H -0.12041 -2.05241 0.55281
H -1.11189 -1.64320 -0.99661
H 1.37832 -0.48445 -2.27461
H 2.46342 2.21784 0.67702
H 0.26174 1.07010 1.32172

c | C5H8N2 | wB97M-V/def2-TZVPD

The HOMO-LUMO gap is 8.63 eV. As for the SMILES: Cn1ccc(N)c1. Its LUMO energy is 1.14 eV. The charge is 0. As for the spin multiplicity: 1.

Atoms and positions in Å:
C 2.19237 0.39706 -0.09037
N 0.91934 0.05013 0.54299
C 0.43765 -1.22677 0.66943
C -0.88715 -1.25586 0.32657
C -1.23116 0.06362 -0.12069
N -2.41548 0.44782 -0.73798
C -0.12850 0.83935 0.06908
H 1.77681 0.86630 -1.00566
H 2.78322 1.08560 0.52896
H 2.81441 -0.48821 -0.27928
H 1.09223 -2.02966 0.98257
H -1.56083 -2.09816 0.40563
H -3.26274 0.00128 -0.43090
H -2.50999 1.43479 -0.92289
H -0.02016 1.91270 0.06255

d | C5H8N2 | wB97M-V/def2-TZVPD

The HOMO-LUMO gap is 10.18 eV. As for the SMILES: Cc1ccn(C)n1. Its LUMO energy is 1.07 eV. The charge is 0. As for the spin multiplicity: 1.

Atoms and positions in Å:
C 1.50453 0.89200 -1.55382
C 0.82765 0.00365 -0.56943
C 0.37692 -1.34871 -0.63865
C -0.42705 -1.50245 0.45743
N -0.40713 -0.30634 1.16159
C -1.53223 0.56868 1.55334
N 0.40681 0.57487 0.52199
H 0.82003 1.11286 -2.38228
H 2.42332 0.46769 -1.95513
H 1.71546 1.83424 -1.04035
H 0.64508 -2.08339 -1.38690
H -0.90624 -2.40876 0.81869
H -2.40695 0.00700 1.86054
H -1.78672 1.21231 0.69655
H -1.17081 1.23187 2.34285

If we sort the structures by their calculated energies, the order from most to least stable is c, d, b, a.

a | C5H8N2 | wB97M-V/def2-TZVPD

The HOMO-LUMO gap is 10.67 eV. As for the SMILES: [H]/N=C(/C)[C@@H](C)C#N. Its LUMO energy is 0.44 eV. The charge is 0. As for the spin multiplicity: 1.

Atoms and positions in Å:
H 0.51759 0.18577 -2.14187
N 0.86601 -0.58767 -1.54431
C 0.51385 -0.59798 -0.34276
C 1.21838 -1.57235 0.54112
C -0.48850 0.36454 0.27770
C -0.28104 1.82987 0.24853
C -2.06082 -0.16187 -0.46271
N -3.07123 -0.62030 -0.79447
H 2.22786 -1.60054 0.49028
H 0.74640 -1.32518 1.43880
H 0.87472 -2.53913 0.32181
H -0.72690 0.06896 1.37452
H 0.86430 1.85241 0.47785
H -0.90882 2.43736 0.88614
H -0.29181 2.26613 -0.77064

b | C5H8N2 | wB97M-V/def2-TZVPD

The HOMO-LUMO gap is 9.75 eV. As for the SMILES: CC1=C[C@@H](C)N=N1. Its LUMO energy is 0.54 eV. The charge is 0. As for the spin multiplicity: 1.

Atoms and positions in Å:
C 1.68982 1.38908 -1.10443
C 0.78830 0.33659 -0.54760
C 0.74782 -0.22198 0.68057
C -0.39422 -1.15160 0.63002
C -1.94766 -0.48341 0.87596
N -0.79091 -1.17005 -0.75321
N -0.21045 -0.22867 -1.36364
H 2.72022 1.03753 -1.17778
H 1.69928 2.27353 -0.46807
H 1.37767 1.69709 -2.10207
H 1.41038 -0.00907 1.51015
H -0.34075 -2.09800 1.18398
H -2.81479 -0.96964 0.37939
H -1.93278 0.56918 0.57007
H -2.04466 -0.59402 1.94235

c | C5H8N2 | wB97M-V/def2-TZVPD

The HOMO-LUMO gap is 10.50 eV. As for the SMILES: N=C1CC2(CN2)C1. Its LUMO energy is 0.91 eV. The charge is 0. As for the spin multiplicity: 1.

Atoms and positions in Å:
N 1.75077 2.05136 0.58790
C 0.99378 1.16147 0.11268
C -0.51504 0.99281 -0.04110
C -0.22148 -0.50248 -0.21934
C -0.84852 -1.59642 0.54146
N -0.99378 -1.50299 -0.91770
C 1.27445 -0.23808 -0.40993
H 1.18058 2.84808 0.88501
H -0.87461 1.46780 -0.96303
H -1.13717 1.31314 0.80207
H -1.70310 -1.35182 1.17063
H -0.24670 -2.43244 0.89216
H -1.91341 -1.14362 -1.16147
H 1.55961 -0.22746 -1.46869
H 1.98245 -0.85270 0.15358

If we sort the structures by their calculated energies, the order from most to least stable is c, b, a.

a | C5H8N2 | wB97M-V/def2-TZVPD

The HOMO-LUMO gap is 10.08 eV. Its LUMO energy is 0.92 eV. The charge is 0. As for the spin multiplicity: 1.

Atoms and positions in Å:
C -1.18030 0.19964 -0.18725
C 0.78515 0.87735 0.00042
C 0.90830 -0.35723 -1.08982
C -0.00601 -0.83675 -0.12512
C 0.83023 -0.22360 1.05738
H -2.25879 -1.20623 0.14336
H -1.11416 2.07213 0.52301
H 1.48013 1.84993 0.04892
H 0.60681 -0.25153 -2.18351
H 1.87916 -0.68429 -0.70892
H -0.75555 -1.64059 -0.18122
H 0.04922 -0.20778 1.81626
H 1.69968 -0.78910 1.17726
N -2.34103 -0.19908 -0.01146
N -0.58283 1.39712 -0.27932

b | C5H8N2 | wB97M-V/def2-TZVPD

The HOMO-LUMO gap is 8.76 eV. As for the SMILES: Cn1cccc1N. Its LUMO energy is 1.01 eV. The charge is 0. As for the spin multiplicity: 1.

Atoms and positions in Å:
C 0.06894 1.27577 1.42865
N -0.22206 0.40261 0.31542
C -1.29926 0.63718 -0.49648
C -1.22499 -0.20193 -1.57549
C -0.06382 -1.00693 -1.39577
C 0.53548 -0.61387 -0.21902
N 1.69726 -1.06283 0.45638
H 0.86353 0.85410 2.04267
H 0.37424 2.26601 1.07294
H -0.84850 1.39822 2.01394
H -2.02578 1.37306 -0.17597
H -1.93740 -0.25545 -2.38691
H 0.27371 -1.80794 -2.04156
H 1.46475 -1.76283 1.15606
H 2.34391 -1.49517 -0.19487

c | C5H8N2 | wB97M-V/def2-TZVPD

The HOMO-LUMO gap is 9.28 eV. As for the SMILES: [H]/N=C\NC(=C)C=C. Its LUMO energy is 0.32 eV. The charge is 0. As for the spin multiplicity: 1.

Atoms and positions in Å:
H 0.83513 -1.36312 -0.68050
N 1.95654 -1.17838 -0.53145
C 2.06166 -0.02777 -0.03781
N 0.96310 0.67054 0.63423
C -0.29925 0.52656 0.08070
C -1.05827 1.47354 -0.44485
C -1.11876 -0.70948 0.49928
C -2.34902 -0.88769 -0.07684
H 3.01351 0.55868 0.29422
H 0.96358 1.71455 0.27875
H -0.61859 2.55844 -0.62877
H -2.11780 1.13930 -0.42527
H -0.62524 -1.20668 1.24540
H -2.29695 -0.38961 -1.15971
H -3.00923 -1.70762 0.23344

If we sort the structures by their calculated energies, the order from most to least stable is b, c, a.

a | C5H8N2 | wB97M-V/def2-TZVPD

The HOMO-LUMO gap (alpha / beta) is 7.46 / 7.46 eV. Its LUMO energy (alpha / beta) is 0.33 / 0.33 eV. The charge is 0. As for the spin multiplicity: 1.

Atoms and positions in Å:
C -1.32007 1.04685 -0.74162
C -0.15928 0.52133 0.03212
C 1.22768 0.43077 -0.44080
C 1.31519 -1.20472 -0.23229
N 2.10584 -2.07366 -0.48133
C -0.27894 -0.19246 1.31400
N -0.07040 -1.27743 0.35122
H -1.32815 2.14133 -0.67127
H -1.22193 0.78559 -1.79997
H -2.27897 0.67931 -0.36182
H 1.95881 0.88157 0.23683
H 1.40255 0.72208 -1.47647
H -1.27843 -0.22161 1.74762
H 0.50593 -0.07803 2.06665
H -0.57985 -2.16092 0.45712

b | C5H8N2 | wB97M-V/def2-TZVPD

The HOMO-LUMO gap is 9.25 eV. Its LUMO energy is 0.86 eV. The charge is 0. As for the spin multiplicity: 1.

Atoms and positions in Å:
C -1.00885 -1.67783 -0.89787
C 0.52337 1.45879 -1.07835
C -0.39913 -0.73570 0.06531
C 0.19720 0.48577 -0.00649
N -0.12249 -1.03857 1.42174
N 1.10405 0.96345 2.36888
C 0.56545 0.39754 1.40597
H -0.88215 -1.01862 2.09157
H 1.67453 1.77816 2.15927
H -0.94183 -1.29526 -1.91419
H -2.05650 -1.85111 -0.64417
H -0.49986 -2.64054 -0.83685
H 1.40787 1.14916 -1.63975
H 0.72757 2.46200 -0.69706
H -0.28924 1.56278 -1.79801

c | C5H8N2 | wB97M-V/def2-TZVPD

The HOMO-LUMO gap is 10.16 eV. As for the SMILES: C[C@H]1[C@@H](C#N)N1C. Its LUMO energy is 0.88 eV. The charge is 0. As for the spin multiplicity: 1.

Atoms and positions in Å:
C -2.00102 0.11536 0.07160
C -0.72616 -0.43725 -0.52348
C 0.43554 0.46634 -0.87633
C 0.55618 1.86687 -0.51102
N 0.78163 2.90455 -0.05125
N 0.43512 -0.34025 0.28811
C 1.59437 -0.97436 0.84632
H -1.75544 0.93979 0.74743
H -2.67809 0.48366 -0.70626
H -2.52482 -0.65636 0.64491
H -0.86184 -1.25770 -1.23950
H 1.00608 0.17157 -1.76466
H 2.26523 -1.43420 0.11000
H 1.33938 -1.69286 1.62674
H 2.13385 -0.15519 1.33738

If we sort the structures by their calculated energies, the order from most to least stable is b, c, a.

a | CH5N3OS | wB97M-V/def2-TZVPD

The HOMO-LUMO gap is 9.44 eV. As for the SMILES: C1NONSN1. Its LUMO energy is 0.65 eV. The charge is 0. As for the spin multiplicity: 1.

Atoms and positions in Å:
C -0.63438 -0.33312 0.21921
N 0.34244 -1.23947 -0.43100
O 0.49445 -0.82010 -1.77219
N 1.19162 0.45769 -1.78434
S 0.09526 1.69924 -1.42094
N -0.23096 1.10137 0.23408
H -1.42229 -0.52462 -0.37095
H -0.78128 -0.68435 1.29379
H 1.17646 -1.05285 0.19890
H 2.04581 0.32345 -1.31360
H -0.94967 1.59077 0.73131

b | CH5N3OS | wB97M-V/def2-TZVPD

The HOMO-LUMO gap is 8.89 eV. As for the SMILES: NNC(=S)NO. Its LUMO energy is 0.38 eV. The charge is 0. As for the spin multiplicity: 1.

Atoms and positions in Å:
N 1.02869 -1.00457 0.28731
N -0.17923 -0.70342 -0.50531
C -0.99297 0.43648 -0.07065
S -2.63505 0.10082 0.03746
N -0.29101 1.46346 0.21638
O 1.06702 1.48396 -0.13265
H 1.68671 -1.16795 -0.44638
H 0.91107 -1.77550 0.98160
H -0.92664 -1.47133 -0.23848
H -0.98855 2.30748 -0.11939
H 1.31995 0.33058 -0.00987

If we sort the structures by their calculated energies, the order from most to least stable is b, a.